Record 1
ORCA calculation (ωB97M-V/def2-TZVPD) on a cluster of 2 separate species, C6H16O in total at a distorted geometry.

The SMILES is CCCCCC.O. The total energy comes out at -8528.55379 eV.

```
23
Properties=species:S:1:pos:R:3:nbo_charge:R:1
C -1.6465 1.5837 -0.1284 -0.61
C -0.4595 1.2662 0.7975 -0.40
C -0.1986 -0.2333 0.9921 -0.40
C 0.2968 -1.1290 -0.1342 -0.41
C 1.5655 -0.5394 -0.8041 -0.39
C 2.6611 -0.1098 0.1908 -0.62
H -2.6099 1.1807 0.1853 0.19
H -1.7296 2.6659 -0.2621 0.20
H -1.4356 1.1653 -1.1233 0.21
H 0.3556 1.8340 0.3140 0.20
H -0.6456 1.7590 1.7569 0.20
H 0.5743 -0.2980 1.7626 0.21
H -1.1388 -0.6023 1.4294 0.19
H -0.2946 -1.2789 -1.0271 0.24
H 0.4355 -2.0976 0.3617 0.20
H 1.9894 -1.3335 -1.4478 0.20
H 1.3486 0.3122 -1.4439 0.20
H 2.9029 -0.9574 0.8539 0.20
H 2.2544 0.6807 0.8267 0.20
H 3.6194 0.2872 -0.1551 0.21
H -2.6633 -1.9941 -1.4401 0.47
H -2.7121 -1.0806 -0.2887 0.47
O -2.4693 -1.0811 -1.2161 -0.93
```

---

Record 2
ORCA calculation (ωB97M-V/def2-TZVPD) on an isolated molecule of C5H10O2.

The total energy comes out at -9437.78992 eV.

```
17
Properties=species:S:1:pos:R:3:nbo_charge:R:1
O 1.8905 -0.0089 1.2449 -0.73
C 1.9307 -0.4715 -0.0945 -0.06
C 0.4956 -0.7621 -0.5155 -0.43
C -0.3719 0.4678 -0.4114 -0.41
C -2.1944 0.0270 -0.4607 0.18
O -2.8144 0.9461 0.2062 -0.76
C -0.7771 0.9303 0.8456 0.07
H 2.7719 0.2940 1.4907 0.48
H 2.5340 -1.3877 -0.1766 0.17
H 2.3689 0.2874 -0.7613 0.16
H 0.1053 -1.5550 0.1371 0.21
H 0.4898 -1.1521 -1.5411 0.22
H -0.2084 1.2376 -1.1660 0.23
H -2.0307 -0.9730 -0.0068 0.11
H -2.4277 -0.1063 -1.5428 0.13
H -0.9810 1.9716 1.0544 0.22
H -0.7810 0.2547 1.6978 0.21
```

---

Record 3
ORCA calculation (ωB97M-V/def2-TZVPD) on the ion C4H4NO5S with charge -1 at a distorted geometry.

The charge is -1. The total energy comes out at -26775.18961 eV.

```
15
Properties=species:S:1:pos:R:3:nbo_charge:R:1
C 2.3096 -0.9577 -0.2467 -0.54
C 1.7414 0.4089 -0.4040 -0.44
C 1.6751 -2.0512 -0.3197 0.69
C 0.4078 0.6413 -0.2822 0.49
N -0.4424 -0.3240 0.0430 -0.97
O -2.8647 -0.9878 -0.5052 -0.95
O -2.3488 -0.0567 1.7074 -0.89
O -2.3347 1.3217 -0.2764 -1.06
O 1.3397 -3.1896 -0.2596 -0.53
O 0.1199 1.9712 -0.4061 -0.73
S -1.9962 -0.0317 0.1201 2.48
H 3.3841 -1.0492 -0.0874 0.25
H 2.3676 1.2828 -0.4490 0.20
H -2.5974 0.7689 1.9219 0.48
H -0.7610 2.2529 -0.5563 0.51
```

---

Record 4
ORCA calculation (ωB97M-V/def2-TZVPD) on a cluster of 4 separate species, C36H76ClN2O10S5 in total at a distorted geometry.

The charge is +1. The total energy comes out at -128707.81533 eV.

```
130
Properties=species:S:1:pos:R:3:mulliken_charge:R:1
C -2.9678 -0.3682 0.3188 -1.31
C -2.8242 0.1289 -1.1421 0.53
C -3.3230 1.6017 -1.3564 -0.88
C -2.3349 2.4187 -2.2513 0.72
C -2.4484 3.9665 -1.9958 -1.16
C -1.2941 4.2948 -0.9729 0.81
C -1.5894 5.6080 -0.2141 -0.67
C -0.6657 5.8230 1.0589 -1.28
N 0.1694 4.6457 1.3427 0.67
C 1.5853 4.9676 1.5658 -0.88
C 2.2816 5.6124 0.3031 -0.42
C 3.6278 4.8746 0.0264 -1.62
C 3.4809 3.3918 -0.4645 0.09
C 2.1137 3.0871 -1.1496 1.11
C 2.1604 1.7435 -1.9521 0.56
C 2.7099 1.9921 -3.4000 -0.79
C 1.5272 2.2451 -4.4012 -0.81
C -0.3769 3.8052 2.3152 0.01
S -2.0007 3.4244 2.3051 -0.18
S 0.6175 3.0351 3.6407 -0.18
C 1.5668 1.7490 2.7025 -0.43
C 1.4480 0.3452 3.3733 -0.92
C 1.5884 -0.8368 2.3420 -0.19
C 2.8067 -1.7367 2.7588 0.04
C 3.9321 -1.3550 1.7195 -0.93
C 3.8023 -2.4342 0.6184 0.57
C 4.3548 -2.2303 -0.7873 -0.46
C 3.4081 -2.7240 -1.9405 -0.84
C 1.8925 -2.4957 -1.6493 -0.11
O 1.2491 -2.0589 -2.8557 -0.37
N 3.1846 -3.4714 1.0902 0.14
Cl 2.8449 -4.9461 0.3324 0.05
C 2.7585 -3.2580 2.4789 -1.31
H -2.1868 0.0400 0.9912 0.22
H -3.9614 -0.2085 0.7639 0.23
H -2.8051 -1.4670 0.3206 0.33
H -3.4290 -0.5542 -1.7693 0.33
H -1.7776 0.0083 -1.4876 -0.39
H -4.2581 1.5063 -1.9443 0.31
H -3.5488 2.1141 -0.4053 0.45
H -1.3228 2.0716 -1.9405 -0.57
H -2.4226 2.1645 -3.3214 0.17
H -3.3914 4.1111 -1.4410 0.47
H -2.3728 4.5522 -2.9215 0.38
H -1.2148 3.4048 -0.3318 -0.31
H -0.3850 4.4299 -1.5911 -0.12
H -2.6411 5.6756 0.1030 0.36
H -1.3833 6.4336 -0.9252 0.33
H -0.0874 6.7400 0.8670 0.37
H -1.3557 6.0651 1.8898 0.46
H 1.6951 5.7056 2.3863 0.38
H 2.1914 4.0752 1.7932 0.16
H 2.5281 6.6647 0.5445 0.51
H 1.6109 5.6515 -0.5704 0.29
H 4.1554 4.8447 1.0036 0.37
H 4.2729 5.4812 -0.6323 0.44
H 4.2471 3.2345 -1.2484 0.59
H 3.6998 2.6596 0.3404 -0.27
H 1.2618 3.1329 -0.4522 -1.09
H 1.9804 3.8884 -1.9056 0.36
H 1.1724 1.2453 -1.9732 0.03
H 2.8749 1.0445 -1.4600 -0.61
H 3.3770 2.8756 -3.3714 0.25
H 3.2937 1.1326 -3.7673 0.50
H 0.5741 2.4098 -3.8717 0.00
H 1.6870 3.1141 -5.0595 0.38
H 1.4304 1.3523 -5.0438 0.22
H 2.6219 2.0523 2.5671 0.40
H 1.1373 1.6597 1.6862 -0.02
H 0.4414 0.2723 3.8144 0.42
H 2.2352 0.2438 4.1400 0.34
H 0.6490 -1.3909 2.1778 0.67
H 1.8426 -0.3776 1.3644 -0.23
H 3.0329 -1.6821 3.8336 0.89
H 4.0403 -0.3127 1.3990 0.13
H 4.8924 -1.6458 2.2151 0.47
H 4.4586 -1.1351 -0.9146 0.15
H 5.3818 -2.6282 -0.8871 0.32
H 3.6172 -3.8015 -2.0662 0.45
H 3.6312 -2.1710 -2.8684 0.48
H 1.6866 -1.7379 -0.8753 0.02
H 1.3719 -3.4312 -1.3626 0.25
H 1.4335 -2.7701 -3.4763 0.25
H 3.0705 -3.9826 3.2447 0.44
H 1.6594 -3.4469 2.4183 0.44
O 1.4110 -4.0103 6.7192 -0.67
S 2.5860 -3.3672 7.2377 1.34
O 3.7934 -3.2789 6.4603 -0.62
O 2.9240 -3.9808 8.6772 -0.30
C 3.1197 -5.4035 8.7841 -0.34
C 4.4480 -5.8497 8.2018 -0.96
C 2.1569 -1.7425 7.7806 -0.78
H 2.2851 -5.9330 8.3201 0.32
H 3.0960 -5.6338 9.8485 0.28
H 4.4837 -5.6862 7.1249 0.27
H 4.6076 -6.9125 8.3853 0.39
H 5.2695 -5.2841 8.6431 0.27
H 1.2591 -1.7976 8.3907 0.34
H 1.9740 -1.1415 6.8917 0.16
H 2.9903 -1.3296 8.3441 0.34
O -5.5304 -2.4436 -0.9819 -0.58
S -6.4379 -2.7480 0.0896 1.23
O -5.9663 -2.9911 1.4228 -0.62
O -7.3842 -3.9639 -0.3628 -0.30
C -6.7605 -5.1891 -0.7783 -0.32
C -6.1874 -5.9704 0.3898 -0.98
C -7.6859 -1.5015 0.1588 -0.98
H -5.9965 -4.9848 -1.5318 0.30
H -7.5397 -5.7789 -1.2603 0.28
H -5.3649 -5.4325 0.8605 0.29
H -5.8089 -6.9369 0.0543 0.39
H -6.9488 -6.1311 1.1539 0.26
H -8.0719 -1.3288 -0.8426 0.33
H -7.2181 -0.5984 0.5458 0.36
H -8.4734 -1.8310 0.8323 0.35
O -3.5180 0.0825 -5.3700 -0.68
S -2.1317 0.0337 -5.7383 1.20
O -1.3211 1.2166 -5.7727 -0.55
O -1.9914 -0.7458 -7.1352 -0.29
C -2.7337 -0.2502 -8.2630 -0.33
C -2.1412 1.0275 -8.8279 -0.96
C -1.3089 -1.1486 -4.7228 -0.69
H -3.7827 -0.1142 -7.9915 0.31
H -2.6950 -1.0329 -9.0204 0.28
H -2.2164 1.8479 -8.1150 0.28
H -2.6666 1.3232 -9.7366 0.39
H -1.0831 0.8914 -9.0556 0.25
H -1.8884 -2.0682 -4.6952 0.50
H -1.2341 -0.7188 -3.7257 -0.03
H -0.3149 -1.3222 -5.1279 0.33
```

---

Record 5
ORCA calculation (ωB97M-V/def2-TZVPD) on a structure of composition C24H28BrInN9O2S3 at a distorted geometry.

The charge is +1. The total energy comes out at -150567.50734 eV.

```
68
Properties=species:S:1:pos:R:3:nbo_charge:R:1
In -0.5717 0.3812 -0.0868 1.50
C -0.1600 -0.4138 4.6081 -0.70
C -0.2934 0.3172 3.3041 0.25
N -1.1941 0.0318 2.4355 -0.20
N -2.0657 -0.9542 2.6608 -0.41
C -2.8070 -1.5360 1.6876 0.38
N -3.6086 -2.5362 2.0694 -0.74
S -2.9193 -0.9630 0.1250 -0.19
C 0.6696 1.3599 2.9264 0.16
C 1.5426 1.9625 3.8379 -0.22
C 2.4625 2.8893 3.3779 -0.14
C 2.4796 3.2091 2.0303 -0.22
C 1.5696 2.5741 1.2006 0.08
N 0.7033 1.6796 1.6314 -0.47
H -0.1032 -1.4881 4.4186 0.24
H -1.0146 -0.2142 5.2576 0.25
H 0.7435 -0.1331 5.1349 0.24
H -1.9890 -1.4888 3.5258 0.39
H -3.3978 -3.0842 2.8888 0.41
H -4.1155 -3.0165 1.3432 0.43
H 1.5063 1.7303 4.8904 0.23
H 3.1585 3.3551 4.0593 0.24
H 3.1789 3.9277 1.6376 0.24
H 1.5500 2.7864 0.1385 0.21
N 2.8491 -0.3573 1.1594 -0.81
C 2.8017 -0.0004 -0.1381 0.30
N 1.6960 0.1754 -0.8004 -0.58
C 1.9097 0.5042 -2.1095 0.11
C 3.2187 0.6527 -2.4447 -0.41
S 4.2316 0.3261 -1.0852 0.42
C 0.7703 0.5036 -3.0002 0.09
C 0.7371 0.9615 -4.2784 -0.41
S -0.7792 0.5958 -5.0150 0.41
C -1.2786 -0.1683 -3.5189 0.30
N -0.3845 -0.1122 -2.5719 -0.57
N -2.4593 -0.7894 -3.4364 -0.78
H 1.9878 -0.8166 1.4494 0.44
H 3.7188 -0.7269 1.5110 0.41
H 3.6501 0.8935 -3.3933 0.25
H 1.4936 1.4870 -4.8226 0.25
H -3.1275 -0.6967 -4.1807 0.42
H -2.7578 -1.1725 -2.5535 0.42
C -3.4937 2.0518 -1.9931 -0.60
C -2.1445 2.7286 -1.7767 -0.23
C -2.3145 4.2477 -1.8994 -0.60
C -1.5599 2.4028 -0.4216 -0.83
H -3.8082 2.1525 -3.0280 0.21
H -4.2509 2.5168 -1.3680 0.21
H -3.4484 0.9953 -1.7378 0.19
H -1.4521 2.4102 -2.5639 0.18
H -2.9981 4.6141 -1.1375 0.20
H -2.7223 4.4952 -2.8764 0.21
H -1.3600 4.7569 -1.7878 0.20
H -2.3196 2.4202 0.3569 0.22
H -0.7748 3.1020 -0.1596 0.20
Br 3.8658 -6.3219 0.1653 0.08
C 2.6259 -5.0352 -0.4823 -0.12
C 2.6627 -4.6190 -1.8069 0.01
N 1.8194 -3.7221 -2.2831 -0.41
C 0.9341 -3.1805 -1.4690 0.09
C 0.8428 -3.5074 -0.1177 -0.18
C 1.6986 -4.4768 0.3846 -0.18
C -0.0525 -2.7207 0.8003 0.81
O -0.9407 -3.2346 1.4642 -0.67
O 0.2736 -1.4836 0.8541 -0.87
H 3.3914 -5.0127 -2.5036 0.21
H 0.2715 -2.4427 -1.9085 0.19
H 1.6529 -4.7749 1.4214 0.24
```

---

Record 6
ORCA calculation (ωB97M-V/def2-TZVPD) on a structure of composition C35H36GeN3Sm at a distorted geometry.

The total energy comes out at -115764.36667 eV. As for the multiplicity: 6. Its expectation value of S² is 8.85.

```
76
Properties=species:S:1:pos:R:3:mulliken_charge:R:1
Sm 0.5721 0.9065 0.3408 0.22
C 0.3892 2.9878 -2.0604 -1.01
N -0.7703 2.3324 -1.3696 1.00
C -1.4528 1.5745 -2.4319 -1.28
C -1.6866 3.2790 -0.7330 -0.18
C -2.6778 3.9734 -1.4805 -0.40
C -3.6287 4.7603 -0.8232 -1.01
C -3.4026 5.0881 0.5241 -0.61
C -2.3133 4.5694 1.2255 -0.80
C -1.5880 3.5433 0.6494 0.15
N -0.7446 2.6840 1.3838 0.50
C -0.7548 2.5210 2.7627 0.04
C -1.9684 2.6088 3.5023 -0.92
C -1.9335 2.1176 4.7782 -0.60
C -0.7569 1.5687 5.3467 -0.92
C 0.4727 1.6014 4.6791 -0.36
C 0.4699 1.9696 3.3248 0.37
N 1.6132 1.9780 2.4821 0.53
C 2.6682 0.9341 2.6410 -0.93
C 2.1838 3.3239 2.1869 -1.11
H 0.1062 3.1875 -3.0982 0.35
H 1.2512 2.3216 -1.9062 0.25
H 0.6521 3.9385 -1.6157 0.35
H -1.9508 2.2711 -3.1524 0.40
H -2.2505 0.9767 -1.9857 0.39
H -0.7093 0.9299 -2.9581 0.26
H -2.6575 3.8379 -2.5662 0.39
H -4.5107 5.0732 -1.3321 0.45
H -4.1404 5.7105 1.0777 0.33
H -2.1559 4.7811 2.3265 0.71
H -2.8188 3.1282 3.0404 0.60
H -2.8782 2.1821 5.3690 0.33
H -0.8700 1.1198 6.3808 0.27
H 1.4230 1.3370 5.1314 0.56
H 3.6280 1.4280 2.7560 0.37
H 2.6833 0.3069 1.7722 0.27
H 2.4536 0.3574 3.5377 0.33
H 2.6235 3.7938 3.1182 0.25
H 1.3483 3.9650 1.8273 0.27
H 2.9848 3.2124 1.4372 0.45
C 2.0180 -0.4909 -0.8565 -0.91
Ge 0.9613 -2.0192 -1.2165 0.92
C 0.8121 -2.4285 -3.2330 0.10
C 0.1345 -3.5244 -3.7015 0.07
C 0.6196 -4.1966 -4.8042 -0.57
C 1.6843 -3.6744 -5.5135 -0.38
C 2.2915 -2.4523 -5.1461 -0.47
C 1.8281 -1.8252 -3.9933 -0.64
C 1.4226 -3.8846 -0.7495 0.56
C 0.8491 -4.4719 0.3908 -0.41
C 1.4763 -5.5668 0.9957 -0.44
C 2.5101 -6.2584 0.3881 -0.65
C 2.8748 -5.8138 -0.9097 -0.44
C 2.4164 -4.5955 -1.4163 -0.52
C -0.6274 -1.4578 -0.1672 -0.35
C -0.4821 -1.2443 1.2464 -0.15
C -1.5570 -0.8749 2.0236 -0.16
C -2.8424 -0.9275 1.5020 -0.48
C -3.0477 -1.2725 0.1570 -0.83
C -1.9216 -1.4448 -0.6940 -0.22
H 3.0464 -0.6209 -1.0192 0.58
H -0.7642 -3.8021 -3.1345 0.29
H 0.2662 -5.2260 -5.0842 0.29
H 1.9156 -4.1002 -6.5069 0.31
H 3.1238 -2.0031 -5.7537 0.32
H 2.2620 -0.9094 -3.6296 0.35
H 0.0019 -3.9470 0.8460 0.26
H 1.1228 -5.7652 2.0107 0.34
H 3.0116 -7.0431 0.9352 0.39
H 3.6030 -6.3627 -1.5186 0.35
H 2.7840 -4.2671 -2.4122 0.19
H 0.5392 -1.4663 1.6267 0.51
H -1.4315 -0.6160 3.1033 0.23
H -3.6803 -0.5885 2.1424 0.37
H -4.0376 -1.5092 -0.1967 0.42
H -2.0863 -1.5295 -1.7997 0.49
```

---

Record 7
ORCA calculation (ωB97M-V/def2-TZVPD) on an isolated molecule of C5H5NO at a distorted geometry.

The SMILES is N#C[C@H]1C/C1=C\O. The total energy comes out at -8801.16287 eV.

```
12
Properties=species:S:1:pos:R:3:nbo_charge:R:1
O 0.2059 0.0110 2.5900 -0.66
C 0.8760 0.5415 -0.4371 -0.42
C -0.0638 -0.4296 -1.1664 -0.33
C -0.0039 -0.3639 0.2991 -0.14
C -0.3280 -0.6626 1.5442 0.19
C -1.1789 0.1821 -1.8650 0.28
N -2.0583 0.7245 -2.3865 -0.32
H 0.6388 0.7897 2.2159 0.48
H 0.6190 1.5963 -0.4950 0.23
H 1.9383 0.3136 -0.4805 0.23
H 0.3925 -1.2662 -1.6880 0.26
H -1.0182 -1.4290 1.8709 0.20
```

---

Record 8
ORCA calculation (ωB97M-V/def2-TZVPD) on an isolated molecule of C3H5N3O.

The SMILES is OCc1nc[nH]n1. The total energy comes out at -9709.33998 eV.

```
12
Properties=species:S:1:pos:R:3:nbo_charge:R:1
O -2.1960 0.8165 -0.8584 -0.70
C -1.6874 -0.0419 0.1411 -0.10
C -0.1991 -0.0581 0.1131 0.25
N 0.4856 1.0349 -0.1527 -0.28
N 1.7470 0.5832 -0.2201 -0.35
C 1.7684 -0.7527 -0.0227 0.17
N 0.5536 -1.1961 0.1932 -0.47
H -1.6430 0.7209 -1.6481 0.47
H -2.0543 -1.0770 0.0606 0.18
H -2.0577 0.3465 1.0952 0.20
H 2.5068 1.2127 -0.4299 0.42
H 2.6599 -1.3554 -0.1020 0.21
```